No. 1
Here is C13H5AuCl5O3S as an isolated structure from the Open Molecules 2025 dataset. Energies are from ωB97M-V/def2-TZVPD.

Element x y z (Å)
Au  -1.03  -0.36  -1.91
Cl  3.38  -3.49  2.98
C  2.57  -2.83  1.61
C  2.11  -1.51  1.62
Cl  2.33  -0.55  3.03
C  1.50  -0.98  0.50
Cl  0.88  0.63  0.53
C  1.34  -1.71  -0.70
O  0.88  -1.22  -1.78
C  1.77  -3.06  -0.64
Cl  1.49  -4.02  -2.04
C  2.37  -3.61  0.48
Cl  2.88  -5.25  0.46
O  -4.48  6.46  0.15
C  -3.40  6.12  -0.62
O  -2.54  6.94  -0.82
C  -3.37  4.74  -1.11
C  -4.52  3.94  -1.21
C  -4.43  2.63  -1.59
C  -3.19  2.04  -1.86
S  -3.18  0.34  -2.18
C  -2.05  2.85  -1.84
C  -2.15  4.18  -1.49
H  -5.03  5.68  0.30
H  -5.50  4.35  -1.01
H  -5.31  2.01  -1.65
H  -1.08  2.42  -2.08
H  -1.27  4.80  -1.45

Computed properties:
Lowest unoccupied orbital energy, eV: 2.50
ΔE to the lowest compared entry with this formula, charge and spin, kcal/mol: 0.00
HOMO-LUMO gap, hartree: 0.2762
Charge: -1

Löwdin population analysis, charges in e, atoms 1 to 4: 0.51 0.64 -0.74 -0.72

***

No. 2
Here is a 30-piece molecular cluster, C8H69N4O29 overall from the Open Molecules 2025 dataset. Energies are from ωB97M-V/def2-TZVPD.

Element x y z (Å)
N  4.69  0.59  1.03
C  3.80  0.95  0.13
N  3.56  2.19  -0.31
C  2.47  2.12  -1.32
C  1.87  0.73  -1.07
C  0.62  0.68  -0.22
C  -0.32  -0.33  -0.44
C  -1.46  -0.32  0.35
C  -1.59  0.66  1.31
N  -0.70  1.62  1.57
C  0.38  1.59  0.79
N  3.04  -0.05  -0.51
H  5.10  -0.33  0.93
H  4.93  1.20  1.80
H  3.35  2.84  0.44
H  2.87  2.22  -2.32
H  1.72  2.90  -1.22
H  1.60  0.25  -2.00
H  -0.18  -1.07  -1.22
H  -2.22  -1.07  0.22
H  -2.50  0.66  1.92
H  1.11  2.38  0.97
H  3.60  -0.25  -1.36
O  2.61  4.57  -3.00
H  2.79  5.43  -2.60
H  3.23  4.53  -3.74
O  -4.66  0.84  2.84
H  -5.36  0.86  3.51
H  -4.33  1.74  2.83
O  -1.68  -3.21  1.69
H  -2.35  -2.90  2.31
H  -1.03  -2.51  1.70
O  -2.27  -3.36  -1.37
H  -1.81  -3.67  -0.59
H  -2.98  -3.99  -1.52
O  2.92  5.43  -5.88
H  2.56  4.80  -6.51
H  2.81  6.27  -6.34
O  0.35  5.92  -1.74
H  0.28  5.28  -1.02
H  0.77  5.42  -2.45
O  5.13  4.68  1.87
H  4.80  3.99  1.29
H  5.01  5.50  1.37
O  -1.88  -1.49  4.04
H  -2.57  -1.17  4.63
H  -1.23  -0.77  4.02
O  1.02  4.85  1.10
H  0.34  4.92  1.78
H  1.79  5.28  1.49
O  4.97  -2.41  1.89
H  5.07  -3.35  1.67
H  4.38  -2.07  1.21
O  -4.07  -5.62  -1.36
H  -3.66  -6.00  -0.57
H  -4.82  -6.20  -1.56
O  4.65  -1.38  -3.10
H  4.85  -2.26  -3.43
H  4.10  -1.00  -3.79
O  5.34  -0.72  -5.74
H  5.99  -0.34  -5.14
H  5.85  -0.96  -6.52
O  6.80  -0.74  3.95
H  6.41  -1.47  3.46
H  6.66  0.03  3.39
O  -4.86  1.83  5.46
H  -5.58  1.82  6.11
H  -4.16  2.32  5.89
O  -3.32  -0.68  -1.84
H  -3.05  -1.55  -2.17
H  -3.91  -0.32  -2.52
O  -6.00  -3.31  -0.52
H  -5.57  -2.47  -0.32
H  -5.36  -3.79  -1.05
O  7.46  -4.16  2.32
H  6.97  -3.69  2.99
H  8.24  -3.61  2.16
O  4.60  2.27  -4.70
H  4.82  1.41  -5.08
H  4.02  2.66  -5.35
O  0.74  5.41  -7.97
H  0.66  6.10  -8.65
H  -0.02  5.55  -7.40
O  -7.13  0.05  4.50
H  -6.92  -0.81  4.10
H  -7.75  0.46  3.89
O  4.92  6.82  -7.65
H  5.11  6.39  -6.81
H  5.78  7.07  -8.01
O  4.18  -1.44  5.57
H  4.96  -1.22  5.04
H  3.49  -1.66  4.94
O  -6.28  -2.83  4.88
H  -6.98  -2.85  5.54
H  -5.55  -2.37  5.32
O  -6.82  0.46  7.41
H  -7.40  1.12  7.81
H  -7.21  0.28  6.54
O  -2.74  -3.87  5.79
H  -2.51  -3.42  4.97
H  -1.91  -3.93  6.27
O  -4.34  -7.47  -3.51
H  -3.57  -6.92  -3.31
H  -4.39  -7.47  -4.47
O  -7.11  2.09  1.72
H  -6.97  2.05  0.77
H  -6.34  1.64  2.11
O  -5.02  -10.48  -4.69
H  -4.91  -9.58  -4.37
H  -4.35  -10.60  -5.36

Computed properties:
Lowest unoccupied orbital energy, eV: -3.43
HOMO-LUMO gap, hartree: 0.3210
Charge: +1

Löwdin population analysis, charges in e, atoms 1 to 4: 0.25 -0.34 0.15 -0.08

***

No. 3
Here is a 2-piece molecular cluster, C12H17N overall from the Open Molecules 2025 dataset. Energies are from ωB97M-V/def2-TZVPD.

Element x y z (Å)
C  -0.50  -3.14  0.16
C  0.56  -2.03  0.10
C  1.50  -1.80  1.06
N  2.02  -0.51  0.88
C  1.40  0.09  -0.24
C  1.68  1.30  -0.85
C  0.99  1.55  -2.04
C  -0.10  0.74  -2.40
C  -0.46  -0.36  -1.67
C  0.36  -0.83  -0.68
H  -0.34  -3.84  -0.68
H  -1.48  -2.66  0.14
H  -0.27  -3.82  1.00
H  1.83  -2.43  1.87
H  2.31  -0.02  1.70
H  2.43  2.02  -0.57
H  1.37  2.18  -2.84
H  -0.71  1.31  -3.11
H  -1.52  -0.75  -1.84
C  -1.28  2.26  0.69
C  -2.41  1.85  1.66
C  -2.17  0.38  2.00
H  -1.63  2.09  -0.35
H  -0.41  1.63  0.75
H  -1.02  3.35  0.64
H  -2.48  2.41  2.61
H  -3.34  2.00  1.14
H  -3.17  -0.14  1.95
H  -1.58  -0.10  1.24
H  -1.82  0.10  2.98

Computed properties:
Lowest unoccupied orbital energy, eV: 0.92
ΔE to the lowest compared entry with this formula, charge and spin, kcal/mol: 40.06
HOMO-LUMO gap, hartree: 0.3237

Löwdin population analysis, charges in e, atoms 1 to 4: -0.05 -0.23 -0.06 0.06

***

No. 4
Here is C29H19Cl3N8NiO4S as an isolated structure from the Open Molecules 2025 dataset. Energies are from ωB97M-V/def2-TZVPD.

Element x y z (Å)
Ni  -0.80  0.71  -0.50
N  -4.15  3.24  -0.64
C  -3.43  2.16  -0.38
N  -2.46  1.74  -1.14
C  -2.13  2.45  -2.30
N  -1.18  2.06  -3.05
N  -0.58  0.88  -2.55
C  -0.50  -0.04  -3.43
C  0.12  -1.37  -3.24
C  0.29  -2.18  -4.35
C  0.88  -3.43  -4.17
C  1.27  -3.80  -2.90
C  1.04  -2.91  -1.85
N  0.47  -1.73  -2.01
C  -2.90  3.66  -2.63
C  -2.64  4.43  -3.76
C  -3.40  5.56  -4.01
C  -4.42  5.93  -3.13
C  -4.68  5.18  -2.01
C  -3.91  4.04  -1.76
H  -4.89  3.49  0.00
H  -3.66  1.59  0.51
H  -0.87  0.20  -4.42
H  -0.02  -1.84  -5.33
H  1.02  -4.09  -5.01
H  1.72  -4.76  -2.71
H  1.32  -3.18  -0.83
H  -1.85  4.13  -4.43
H  -3.20  6.16  -4.89
H  -5.01  6.81  -3.33
H  -5.47  5.46  -1.32
Cl  0.12  4.09  5.62
C  -0.39  3.10  4.29
C  0.01  3.42  3.01
C  -0.43  2.62  1.97
Cl  0.09  3.01  0.34
C  -1.25  1.50  2.13
O  -1.69  0.74  1.13
C  -1.62  1.23  3.45
Cl  -2.65  -0.14  3.74
C  -1.21  2.01  4.52
H  0.65  4.27  2.82
H  -1.52  1.75  5.52
O  1.62  -6.67  2.57
S  3.05  -6.87  2.58
O  3.62  -7.31  1.31
O  3.57  -7.54  3.76
C  3.72  -5.19  2.67
N  5.01  -5.01  3.03
C  5.48  -3.78  2.97
C  4.73  -2.69  2.55
C  3.41  -2.97  2.23
N  2.91  -4.19  2.29
C  2.45  -1.95  1.72
C  2.83  -0.69  1.28
C  1.89  0.13  0.68
N  0.61  -0.22  0.54
C  0.22  -1.41  1.03
C  1.10  -2.30  1.60
H  6.52  -3.64  3.25
H  5.16  -1.70  2.49
H  3.85  -0.35  1.35
H  2.17  1.11  0.29
H  -0.83  -1.66  0.93
H  0.78  -3.27  1.95

Computed properties:
Lowest unoccupied orbital energy (spin up / spin down), eV: -1.61 / -1.66
ΔE to the lowest compared entry with this formula, charge and spin, kcal/mol: 21.17
HOMO-LUMO gap (spin up / spin down), hartree: 0.2010 / 0.1988

Löwdin population analysis, charges in e, atoms 1 to 4: 0.50 0.15 -0.10 0.07

***

Number 1: total energy -96848.4647 eV. Number 2: total energy -74748.7564 eV. Number 3: total energy -14208.6005 eV. Number 4: total energy -139937.0618 eV.